Formula: C30H45N7O2SSiTeZn
Source: OMol25
Level of theory: ωB97M-V with the def2-TZVPD basis set

Each line ends with the Mulliken charge.
Cartesian coordinates (Å):
Zn -0.016 0.374 -0.864  0.636
N -4.073 6.266 4.151  -0.552
C -3.152 5.379 3.605  1.090
C -3.530 4.072 3.287  -0.818
C -2.602 3.178 2.786  -0.544
C -1.292 3.585 2.593  -0.502
C -0.894 4.874 2.914  -0.234
C -1.818 5.766 3.423  -0.777
S -0.111 2.432 1.981  1.480
O -0.271 1.252 2.801  -0.769
O 1.192 3.064 1.994  -0.846
N -0.489 1.993 0.462  0.148
C -0.622 2.944 -0.515  0.432
N -0.805 4.256 -0.280  -0.421
C -0.988 5.042 -1.328  -0.295
C -1.000 4.582 -2.637  -0.941
C -0.757 3.233 -2.793  -0.018
N -0.549 2.419 -1.766  -0.101
H -5.044 6.057 4.002  0.216
H -3.844 7.242 4.097  0.216
H -4.558 3.764 3.444  0.284
H -2.887 2.159 2.541  0.474
H 0.137 5.160 2.748  0.483
H -1.518 6.775 3.684  0.278
H -1.135 6.097 -1.106  0.421
H -1.172 5.234 -3.480  0.401
H -0.716 2.776 -3.779  0.460
C -1.229 -3.737 1.795  -0.948
Te -1.138 -1.747 2.627  0.265
C -1.974 -2.678 4.387  -1.182
C -2.218 -4.132 4.071  0.446
C -2.811 -4.976 5.012  -0.618
C -3.027 -6.313 4.728  -0.531
C -2.648 -6.828 3.492  -0.520
C -2.063 -5.996 2.553  -0.622
C -1.845 -4.645 2.831  0.438
H -0.226 -4.067 1.526  0.441
H -1.832 -3.729 0.887  0.422
H -2.899 -2.176 4.667  0.426
H -1.276 -2.576 5.218  0.408
H -3.105 -4.572 5.976  0.417
H -3.493 -6.955 5.467  0.382
H -2.813 -7.874 3.264  0.386
H -1.773 -6.390 1.584  0.427
C 2.763 0.257 2.985  -1.193
C 2.070 -0.036 1.736  0.500
N 1.532 -0.272 0.752  -0.171
H 2.046 0.688 3.681  0.234
H 3.551 0.984 2.799  0.327
H 3.179 -0.660 3.398  0.412
C -1.371 -0.315 -4.198  -0.884
Si -1.518 -1.722 -2.957  0.115
C -0.243 -3.038 -3.396  -0.821
C -3.216 -2.515 -3.139  -1.099
C -1.283 -1.123 -1.229  -0.048
H -1.573 -0.636 -5.225  0.447
H -0.359 0.106 -4.160  0.035
H -2.076 0.485 -3.944  0.260
H -0.501 -3.554 -4.327  0.443
H -0.179 -3.790 -2.602  0.265
H 0.752 -2.597 -3.525  0.059
H -3.363 -2.969 -4.127  0.293
H -4.011 -1.777 -2.985  0.296
H -3.343 -3.301 -2.387  0.275
H -0.941 -1.973 -0.617  -0.645
H -2.264 -0.834 -0.826  0.545
C 5.984 -0.812 -1.994  -1.023
C 4.969 -1.109 -3.097  -0.740
N 3.802 -0.230 -3.081  0.341
C 3.880 1.027 -3.815  -1.068
C 4.330 2.224 -2.973  -0.818
C 2.702 -0.500 -2.324  1.127
C 2.609 -1.861 -1.685  -1.834
N 1.730 0.336 -2.160  -0.018
H 6.767 -1.574 -1.996  0.391
H 5.503 -0.818 -1.013  0.237
H 6.458 0.160 -2.136  0.289
H 4.644 -2.142 -3.017  0.378
H 5.448 -1.004 -4.070  0.385
H 2.903 1.227 -4.261  0.480
H 4.573 0.876 -4.641  0.393
H 3.748 2.297 -2.052  0.188
H 4.202 3.152 -3.534  0.359
H 5.382 2.136 -2.701  0.316
H 2.714 -2.646 -2.434  0.668
H 1.640 -1.959 -1.210  -0.110
H 3.386 -1.994 -0.929  0.380
H 1.859 1.221 -2.638  -0.199

Calculated values
spin multiplicity: 1
relative energy (zero: lowest compared OMol25 entry of this formula, charge and spin): 0.6 kcal/mol
HOMO level: -7.09 eV
lowest unoccupied orbital energy: 0.482 eV
frontier orbital gap: 0.2782 Eh
molecular weight: 788.88 g mol⁻¹